Formula: C28H60BrCl20INO9P3
Source: OMol25
Level of theory: wB97M-V/def2-TZVPD

```
123
Properties=species:S:1:pos:R:3:forces:R:3
C 0.7282 0.6583 2.2275 0.232 0.029 -0.644
C 1.2523 1.6786 1.0106 -0.026 -1.207 1.989
O 0.2403 2.7434 0.9118 1.043 -1.599 -2.018
C 0.1004 3.2482 -0.4698 -0.492 1.501 -0.142
C -1.4707 3.6681 -0.8344 1.310 1.243 -0.358
O -2.1471 2.6797 -1.6971 -1.269 -0.400 2.490
C -3.0532 1.8079 -0.8999 0.373 0.041 0.976
C -4.5992 2.3829 -0.8035 0.220 0.318 1.894
I -5.2080 3.5072 -2.6062 0.211 -0.450 0.774
O -5.5898 1.3671 -0.3913 0.279 2.188 -0.269
C -6.8337 1.9800 0.1061 -1.790 0.000 -0.301
P -6.9936 1.7662 2.0358 1.768 -0.632 0.464
O -6.4294 0.1319 2.3395 -2.589 1.443 0.899
Br -9.2444 1.9519 2.5358 0.692 -0.527 -0.722
N -2.9507 0.3569 -1.3147 2.490 -0.090 -0.978
C -1.5054 -0.0791 -1.2615 1.823 0.387 1.326
P -1.4387 -1.8314 -0.5029 -2.283 -3.075 -1.662
O -2.4580 -2.7754 -1.2557 3.786 3.140 2.984
O 0.2006 -2.4673 -0.6884 -2.312 2.998 2.392
O -1.7989 -1.6528 1.2271 0.740 1.008 -3.294
P -3.7403 0.0111 -2.8698 -4.378 2.230 -1.272
O -2.6657 0.1247 -4.2326 -0.632 -1.922 0.675
O -4.6765 -1.4559 -2.8568 1.800 0.709 1.169
H 1.0750 -0.4294 1.9284 -0.786 2.056 0.821
H 1.1982 0.9189 3.2694 -0.996 -0.434 -2.082
H -0.4523 0.7075 2.2920 2.519 -0.130 -0.125
H 1.3565 1.0069 0.0572 -0.295 1.608 1.410
H 2.3217 2.0581 1.3524 -2.201 -0.459 -1.051
H 0.5515 2.5273 -1.2911 -1.087 1.203 1.655
H 0.7215 4.2543 -0.5362 -1.979 -3.212 0.704
H -2.0899 3.9751 0.1224 1.264 -0.894 -1.795
H -1.3736 4.6609 -1.4869 -0.317 -2.230 1.274
H -2.6277 1.8609 0.2143 -1.019 -0.332 -2.229
H -4.5806 3.1925 0.0737 0.063 -1.537 -2.086
H -6.8907 3.1557 -0.0630 0.269 -2.461 0.303
H -7.8192 1.4988 -0.3544 2.436 0.897 0.452
H -6.9032 -0.1405 3.2022 1.179 0.518 -1.853
H -0.8655 0.6190 -0.5349 -1.405 -1.303 -1.536
H -0.9415 -0.0777 -2.2863 -1.135 -0.137 1.777
H 0.7555 -1.8919 -0.0545 -0.890 -1.306 -1.309
H -2.1585 -0.7234 1.3335 0.471 -1.420 -0.151
H -3.1339 -0.0922 -5.1038 0.652 0.304 2.020
H -5.1816 -1.5771 -1.9852 1.213 0.400 -1.527
Cl 4.5631 7.1127 -0.6821 -0.059 0.071 -0.167
C 4.4038 5.4771 -1.3694 -0.068 -0.193 -0.052
C 3.2364 5.3720 -2.3375 0.235 0.100 -0.124
Cl 1.6629 5.5005 -1.5112 0.977 1.511 -0.873
H 4.3047 4.7694 -0.5403 -0.066 0.158 -0.131
H 5.3405 5.2612 -1.8914 -0.210 0.063 0.020
H 3.2530 4.3983 -2.8363 -0.181 0.387 0.279
H 3.2801 6.1489 -3.1073 -0.396 -0.232 0.693
Cl 5.1387 5.4502 2.2483 0.125 -0.165 0.190
C 5.2111 6.3595 3.7783 -0.029 0.193 0.275
C 5.7490 7.7681 3.5846 -0.336 0.015 0.062
Cl 7.4780 7.7752 3.1539 0.000 -0.031 -0.029
H 5.8229 5.7879 4.4835 -0.130 0.232 -0.271
H 4.1904 6.4016 4.1694 0.132 0.089 -0.106
H 5.6527 8.3346 4.5157 0.019 -0.174 -0.100
H 5.2020 8.3042 2.8026 0.166 -0.206 0.092
Cl 4.4179 0.9535 3.1185 -0.064 0.020 -0.021
C 6.1041 0.4462 2.8492 0.387 -0.136 -0.064
C 6.9963 1.6088 2.4452 0.036 -0.085 0.321
Cl 6.6079 2.2215 0.8177 -0.068 0.001 -0.103
H 6.1033 -0.3436 2.0912 -0.058 0.256 0.087
H 6.4583 0.0149 3.7900 -0.035 0.200 -0.176
H 8.0411 1.2849 2.4202 -0.193 -0.043 -0.003
H 6.9157 2.4424 3.1500 -0.121 -0.357 -0.359
Cl -4.2383 -5.7012 3.0839 -0.090 -0.044 0.081
C -2.8689 -4.5965 2.8059 0.355 0.290 -0.185
C -1.5282 -5.3053 2.9123 -0.078 0.132 -0.297
Cl -1.1653 -5.8124 4.5815 -0.018 -0.058 0.029
H -2.9472 -3.7728 3.5226 0.027 -0.276 -0.102
H -2.9936 -4.1856 1.7999 0.077 -0.103 0.131
H -0.7245 -4.6293 2.6054 -0.219 -0.027 0.054
H -1.4894 -6.1921 2.2719 -0.088 0.170 0.191
Cl -4.3118 -10.7288 3.0595 0.009 -0.066 -0.027
C -3.9238 -9.3292 2.0282 0.031 0.268 -0.141
C -4.7676 -9.2956 0.7640 -0.077 0.347 0.254
Cl -4.3511 -10.6151 -0.3586 0.011 -0.094 -0.026
H -2.8543 -9.3641 1.7980 -0.258 -0.083 -0.007
H -4.1143 -8.4335 2.6264 -0.026 -0.159 -0.178
H -4.5964 -8.3577 0.2272 0.061 -0.152 0.129
H -5.8360 -9.3672 0.9908 0.274 -0.093 -0.005
Cl 4.8631 2.9352 -3.6142 0.257 -0.299 -0.167
C 4.7038 1.2996 -4.3015 0.025 -0.421 -0.159
C 3.5364 1.1944 -5.2696 0.224 -0.029 -0.117
Cl 1.9629 1.3230 -4.4433 0.019 0.079 0.028
H 4.6047 0.5918 -3.4723 -0.067 0.222 -0.162
H 5.6405 1.0836 -4.8235 -0.181 0.058 0.014
H 3.5530 0.2208 -5.7684 0.054 0.126 0.166
H 3.5801 1.9714 -6.0394 -0.020 -0.096 0.255
Cl -6.1521 -12.5069 -4.8255 -0.027 -0.030 -0.033
C -5.9275 -13.0228 -3.1355 0.075 -0.062 0.317
C -5.0660 -14.2705 -3.0253 0.136 0.252 0.149
Cl -5.8873 -15.7148 -3.6691 0.004 -0.001 -0.042
H -6.9172 -13.1762 -2.6937 0.223 -0.051 -0.168
H -5.4463 -12.1912 -2.6126 -0.012 -0.175 -0.087
H -4.8417 -14.4764 -1.9744 -0.119 0.091 -0.147
H -4.1173 -14.1534 -3.5586 -0.284 -0.005 0.025
Cl -7.1892 -1.2239 -0.7707 -0.154 0.034 0.160
C -8.7287 -2.0319 -1.1581 -0.246 -0.257 -0.138
C -9.6440 -1.1531 -1.9954 0.116 -0.257 -0.209
Cl -10.2646 0.2413 -1.0758 0.056 0.030 0.037
H -9.2031 -2.3262 -0.2166 0.115 0.185 -0.181
H -8.4776 -2.9413 -1.7117 -0.066 0.186 0.003
H -10.5148 -1.7286 -2.3232 0.155 0.040 0.138
H -9.1334 -0.7726 -2.8857 -0.031 -0.039 0.275
Cl 7.2775 3.8029 5.1121 0.096 0.029 0.193
C 7.5021 3.2869 6.8021 0.035 -0.096 0.373
C 8.3636 2.0392 6.9123 0.173 0.282 0.131
Cl 7.5423 0.5950 6.2684 0.011 0.017 -0.009
H 6.5124 3.1335 7.2439 0.212 -0.053 -0.184
H 7.9832 4.1185 7.3250 0.013 -0.173 -0.105
H 8.5879 1.8334 7.9632 -0.125 0.073 -0.159
H 9.3123 2.1563 6.3790 -0.278 -0.010 0.032
Cl 7.7927 8.0319 -3.6930 -0.055 -0.044 0.010
C 7.6334 6.3963 -4.3803 -0.024 -0.195 -0.089
C 6.4660 6.2912 -5.3484 0.320 0.000 -0.251
Cl 4.8925 6.4197 -4.5221 0.617 0.181 -0.551
H 7.5343 5.6886 -3.5512 -0.067 0.181 -0.159
H 8.5701 6.1803 -4.9023 -0.196 0.037 -0.001
H 6.4826 5.3175 -5.8472 0.016 0.100 0.168
H 6.5097 7.0681 -6.1182 -0.004 -0.099 0.262
```
Forces are in eV/Å.

The molar mass is 1563.58 g mol⁻¹. Its HOMO-LUMO gap is 0.2762 hartree. The value obtained for the strongest force on any atom is 5.8 eV/Å. Its structure (SMILES) is CCOCCO[C@@H]([C@@H](I)OCP(O)Br)N(CP(=O)(O)O)P(O)O.ClCCCl.ClCCCl.ClCCCl.ClCCCl.ClCCCl.ClCCCl.ClCCCl.ClCCCl.ClCCCl.ClCCCl.